Model w:
H12NaO6 | wB97M-V/def2-TZVPD

The geometry in ORCA input format:
```
! RIJCOSX wB97M-V def2-TZVPD def2/J DEFGRID3
* xyz 1 1
Na -2.692 -10.894 -1.479
O -3.520 -10.179 0.267
H -2.900 -9.507 0.663
H -4.353 -9.686 -0.044
O -1.321 -9.019 -1.507
H -0.927 -8.172 -1.071
H -1.761 -8.639 -2.271
O -1.251 -10.687 -3.361
H -0.359 -10.357 -3.171
H -1.122 -10.926 -4.342
O -3.769 -8.845 -2.603
H -4.544 -8.337 -2.809
H -3.455 -8.387 -1.822
O -0.626 -11.376 0.105
H -0.692 -11.259 1.106
H 0.258 -11.204 -0.266
O -1.564 -7.612 -3.726
H -2.140 -7.700 -4.510
H -1.871 -6.771 -3.381
*
```

Properties
molar mass	131.08	g/mol
E_HOMO	-15.00	eV
frontier orbital gap	11.5	eV


Model x:
H12NaO6 | wB97M-V/def2-TZVPD

The geometry in ORCA input format:
```
! RIJCOSX wB97M-V def2-TZVPD def2/J DEFGRID3
* xyz 1 1
Na -0.392 -0.051 0.591
O -1.019 1.471 -1.452
H -1.765 1.975 -1.775
H -0.254 1.992 -1.696
O -2.398 -1.066 -0.278
H -2.962 -1.313 0.455
H -2.339 -1.857 -0.813
O 0.330 -1.370 -2.182
H 0.990 -1.337 -1.489
H -0.449 -0.976 -1.790
O 2.131 0.985 0.172
H 2.909 0.611 -0.241
H 2.235 0.788 1.103
O -0.506 1.889 2.341
H 0.297 2.271 2.697
H -1.188 2.142 2.963
O 1.189 -1.770 0.467
H 1.052 -2.715 0.405
H 2.139 -1.668 0.524
*
```

Properties
molar mass	131.08	g/mol
E_HOMO	-14.43	eV
frontier orbital gap	10.9	eV


Model y:
H12NaO6 | wB97M-V/def2-TZVPD

The geometry in ORCA input format:
```
! RIJCOSX wB97M-V def2-TZVPD def2/J DEFGRID3
* xyz 1 1
Na -0.041 -0.052 -0.027
O -1.310 -0.899 1.203
H -0.783 -1.658 1.451
H -1.445 -0.423 2.023
O 0.982 -1.307 0.416
H 1.323 -1.818 -0.318
H 1.522 -1.569 1.162
O -0.923 -0.760 -1.418
H -1.135 -0.035 -2.006
H -0.561 -1.436 -1.990
O 1.167 0.600 -1.434
H 1.973 1.116 -1.437
H 1.226 0.058 -2.221
O 0.709 0.937 1.350
H 1.289 1.664 1.122
H 0.666 0.955 2.306
O -1.308 1.284 -0.220
H -2.235 1.164 -0.011
H -1.115 2.181 0.051
*
```

Properties
molar mass	131.08	g/mol
E_HOMO	-15.07	eV
frontier orbital gap	11.6	eV


Which structure loses on stability? model y does.


Model w:
C3H3N5O6 | wB97M-V/def2-TZVPD

The geometry in ORCA input format:
```
! RIJCOSX wB97M-V def2-TZVPD def2/J DEFGRID3
* xyz 0 1
C -0.310 1.325 -1.175
C -1.150 1.612 -0.206
C -0.156 -1.251 0.049
N 0.900 0.580 -1.037
N 0.816 -0.347 -0.026
N -1.328 1.101 1.035
N -1.009 -1.519 -1.103
N 1.863 -0.334 1.358
O -2.361 0.713 1.473
O -0.224 1.166 1.612
O -1.913 -2.339 -0.813
O -0.950 -1.009 -2.214
O 1.675 -1.190 2.107
O 2.637 0.533 1.236
H -0.187 1.824 -2.137
H -0.115 -1.993 0.792
H 1.812 1.128 -0.951
*
```

Properties
molar mass	205.09	g/mol
E_HOMO (spin up / spin down)	-8.25 / -9.67	eV
frontier orbital gap (spin up / spin down)	5.9 / 7.9	eV


Model x:
C3H3N5O6 | wB97M-V/def2-TZVPD

The geometry in ORCA input format:
```
! RIJCOSX wB97M-V def2-TZVPD def2/J DEFGRID3
* xyz 0 1
C 0.470 1.911 0.196
C -0.739 0.192 -0.650
C 1.652 0.150 -0.619
N 1.169 -0.874 -0.025
N -0.185 -0.875 -0.248
N 0.978 1.370 1.176
N -2.046 0.484 -0.816
N -0.822 -1.990 0.718
O 0.857 0.424 1.991
O 0.372 2.741 -0.637
O -2.264 0.284 -1.993
O -2.784 0.885 0.018
O -1.981 -1.912 0.641
O 0.015 -2.655 1.244
H 1.253 0.575 -1.575
H 2.704 0.455 -0.363
H 1.352 -1.165 0.942
*
```

Properties
molar mass	205.09	g/mol
E_HOMO (spin up / spin down)	-9.08 / -9.08	eV
frontier orbital gap (spin up / spin down)	7.5 / 7.5	eV


Which structure loses on stability? model w does.